a.
{
  "formula": "C4H6F2O",
  "method": "the ωB97M-V functional and the def2-TZVPD basis",
  "symbols": ["F", "F", "O", "C", "C", "C", "C", "H", "H", "H", "H", "H", "H"],
  "xyz": [[1.522, -1.312, -0.175], [1.526, 0.952, 0.412], [-0.760, 1.608, -0.166], [0.902, 0.008, -0.288], [-1.253, -0.688, 0.940], [-1.580, -0.748, -0.609], [-0.540, 0.101, 0.017], [-1.288, -1.666, -1.111], [-0.959, 1.700, -1.080], [-2.510, -0.241, -0.784], [-2.054, -0.272, 1.658], [0.987, 0.107, -1.345], [-0.713, -1.283, 1.495]],
  "homo_energy_ev": -10.719,
  "orbital_gap_ev": 11.6,
  "smiles": "OC1(C(F)F)CC1",
  "mol_weight_g_mol": 108.09,
  "lumo_energy_ev": 0.87
}

---

b.
{
  "formula": "C4H6F2O",
  "method": "the ωB97M-V functional and the def2-TZVPD basis",
  "symbols": ["F", "F", "O", "C", "C", "C", "C", "H", "H", "H", "H", "H", "H"],
  "xyz": [[0.703, 0.369, -1.572], [0.722, 1.890, -0.013], [1.053, -0.270, 0.591], [2.544, -0.016, 0.707], [-2.901, -0.763, -0.723], [-2.210, -0.093, 0.102], [0.429, 0.556, -0.244], [2.742, 0.297, 1.852], [3.055, -0.910, 0.431], [-2.618, -0.992, -1.756], [-3.899, -1.371, -0.541], [2.847, 0.863, 0.155], [-2.466, 0.441, 1.010]],
  "homo_energy_ev": [-8.851, -9.211],
  "orbital_gap_ev": [8.8, 9.2],
  "mol_weight_g_mol": 108.09,
  "lumo_energy_ev": [-0.05, 0.02]
}

---

Top of the stability list: a, leading by 0.1197 hartree.

---

a.
{
  "formula": "ClFH2NP",
  "method": "the ωB97M-V functional and the def2-TZVPD basis",
  "symbols": ["Cl", "P", "F", "N", "H", "H"],
  "xyz": [[-4.006, 0.977, -0.189], [-3.037, -0.476, 0.728], [-2.987, -1.524, -0.520], [-0.057, 0.517, 0.346], [0.358, -0.310, 0.769], [-0.056, 0.376, -0.661]],
  "homo_energy_ev": [-10.986, -8.363],
  "orbital_gap_ev": [10.1, 7.6],
  "mol_weight_g_mol": 101.45,
  "lumo_energy_ev": [-0.92, -0.76]
}

---

b.
{
  "formula": "ClFH2NP",
  "method": "the ωB97M-V functional and the def2-TZVPD basis",
  "symbols": ["Cl", "P", "F", "N", "H", "H"],
  "xyz": [[-1.992, -1.033, -0.078], [-0.730, 0.368, -0.803], [-1.101, 1.513, 0.416], [1.207, 0.116, 0.064], [1.826, -0.534, -0.441], [0.790, -0.430, 0.841]],
  "homo_energy_ev": -9.984,
  "orbital_gap_ev": 10.0,
  "smiles": "NP(F)Cl",
  "mol_weight_g_mol": 101.45,
  "lumo_energy_ev": 0.02
}

---

Top of the stability list: b, leading by 0.0723 hartree.